(1)
C38H42MoN3O3PSi | wB97M-V/def2-TZVPD

Output
Frontier orbital gap (spin up / spin down) ... 7.15 / 7.35 eV
⟨S²⟩ ... 2.02
Strongest force on any atom ... 1.090 eV/Å
Calculated total energy ... -69709.7677 eV
Molecular weight ... 743.77 g mol⁻¹
HOMO energy (spin up / spin down) ... -0.4584 / -0.4801 Ha

```
! RIJCOSX wB97M-V def2-TZVPD def2/J DEFGRID3
* xyz 2 3
Mo 0.768 0.624 -0.189
C 2.007 5.338 0.066
N 2.644 4.344 0.930
C 3.540 4.850 1.976
C 2.345 3.067 0.847
O 1.538 2.618 -0.013
C 2.978 2.093 1.830
O 2.477 0.795 1.613
C 1.533 0.270 2.577
C 0.258 0.055 1.818
O -0.335 1.370 1.382
N -0.662 -0.824 2.309
C -1.779 -1.258 1.488
C -0.446 -1.547 3.548
H 1.552 6.105 0.692
H 2.765 5.794 -0.569
H 1.248 4.860 -0.541
H 3.839 5.858 1.700
H 3.024 4.885 2.935
H 4.439 4.241 2.049
H 4.058 2.084 1.663
H 2.795 2.426 2.856
H 1.925 -0.680 2.941
H 1.433 0.962 3.415
H -1.680 -0.868 0.476
H -1.800 -2.348 1.421
H -2.727 -0.908 1.903
H -0.037 -0.903 4.328
H -1.410 -1.899 3.911
H 0.205 -2.420 3.426
N 0.430 -0.853 -1.194
P 1.601 -0.938 -2.354
C 0.924 -1.359 -3.935
C -0.095 -2.314 -3.974
C -0.593 -2.729 -5.197
C -0.075 -2.200 -6.373
C 0.941 -1.255 -6.336
C 1.442 -0.829 -5.116
C 2.303 0.722 -2.470
C 3.643 0.988 -2.162
C 4.152 2.259 -2.364
C 3.338 3.260 -2.887
C 2.007 3.007 -3.188
C 1.487 1.738 -2.985
C 2.869 -2.090 -1.890
C 3.090 -2.382 -0.544
C 4.120 -3.237 -0.184
C 4.927 -3.797 -1.165
C 4.703 -3.517 -2.506
C 3.673 -2.668 -2.875
H -0.503 -2.724 -3.058
H -1.385 -3.464 -5.235
H -0.469 -2.525 -7.326
H 1.339 -0.849 -7.256
H 2.232 -0.088 -5.093
H 4.281 0.196 -1.788
H 5.194 2.462 -2.157
H 3.756 4.238 -3.083
H 1.384 3.783 -3.612
H 0.463 1.527 -3.277
H 2.448 -1.962 0.221
H 4.285 -3.476 0.857
H 5.728 -4.467 -0.883
H 5.325 -3.970 -3.265
H 3.491 -2.473 -3.924
C 0.998 5.171 5.119
C 0.820 3.815 5.374
C 0.136 3.028 4.461
C -0.366 3.567 3.270
C -0.168 4.931 3.032
C 0.499 5.731 3.954
Si -1.344 2.631 2.016
C -2.884 1.805 2.553
C -3.894 1.608 1.606
C -5.045 0.903 1.929
C -5.194 0.384 3.206
C -4.205 0.574 4.164
C -3.061 1.285 3.841
H 1.511 5.791 5.843
H 1.189 3.385 6.295
H -0.027 1.984 4.707
H -0.562 5.386 2.130
H 0.614 6.792 3.774
H -1.566 3.478 0.832
H -3.789 2.011 0.604
H -5.824 0.765 1.193
H -6.093 -0.160 3.464
H -4.336 0.178 5.161
H -2.314 1.441 4.609
*
```


(2)
C27H21N6PbSe | wB97M-V/def2-TZVPD

Output
Frontier orbital gap ... 6.67 eV
Strongest force on any atom ... 2.989 eV/Å
Calculated total energy ... -107868.9206 eV
Molecular weight ... 715.67 g mol⁻¹
HOMO energy ... -0.3449 Ha

```
! RIJCOSX wB97M-V def2-TZVPD def2/J DEFGRID3
* xyz 1 1
Pb -0.188 0.232 1.434
C -1.153 -3.859 -0.577
C -0.530 -2.646 -0.332
N -1.180 -1.677 0.255
C -2.531 -1.865 0.631
C -3.171 -3.086 0.376
C -2.427 -4.099 -0.141
C -4.548 -3.121 0.604
C -5.176 -2.088 1.128
C -4.549 -0.866 1.363
C -3.191 -0.731 1.180
N -2.434 0.379 1.433
C -3.008 1.537 1.959
C -4.003 1.610 2.889
C -4.444 2.895 3.379
C -3.907 4.068 3.016
C -2.775 3.943 2.190
C -2.059 5.104 1.889
C -0.842 5.062 1.348
C -0.337 3.748 1.035
N -1.078 2.684 1.170
C -2.321 2.744 1.704
H -0.566 -4.579 -1.027
H 0.519 -2.453 -0.692
H -2.905 -5.060 -0.321
H -5.100 -3.957 0.294
H -6.251 -2.004 1.251
H -5.192 -0.015 1.588
H -4.570 0.748 3.295
H -5.147 2.925 4.177
H -4.180 5.029 3.355
H -2.550 6.055 2.047
H -0.366 5.977 1.000
H 0.631 3.661 0.578
C 1.774 -1.186 -2.872
N 2.882 -0.460 -2.306
C 2.835 0.616 -1.534
Se 1.270 1.456 -0.934
N 4.075 1.009 -1.237
C 4.960 0.201 -1.921
C 6.355 0.227 -2.031
C 6.927 -0.778 -2.869
C 6.142 -1.753 -3.494
C 4.735 -1.721 -3.429
C 4.238 -0.735 -2.626
H 0.981 -1.220 -2.150
H 2.120 -2.177 -3.119
H 1.383 -0.686 -3.763
H 4.350 1.767 -0.626
H 6.941 0.898 -1.412
H 7.993 -0.874 -2.970
H 6.558 -2.646 -3.994
H 4.145 -2.460 -3.970
N 3.672 -1.932 1.353
C 2.592 -1.526 1.130
H 4.604 -2.315 1.296
*
```


(3)
C4H8ClOP | wB97M-V/def2-TZVPD

Output
Frontier orbital gap ... 10.73 eV
Strongest force on any atom ... 4.446 eV/Å
Calculated total energy ... -28136.3853 eV
Molecular weight ... 138.53 g mol⁻¹
HOMO energy ... -0.3702 Ha
SMILES string ... C=C(C)[P@](C)(=O)Cl

```
! RIJCOSX wB97M-V def2-TZVPD def2/J DEFGRID3
* xyz 0 1
C 0.850 -0.008 -1.529
C -0.048 -0.476 -0.687
C -0.873 -1.717 -0.967
P -0.519 0.710 0.697
C 0.886 1.041 1.936
O -1.903 0.359 1.334
Cl -0.920 2.464 -0.253
H 1.528 0.923 -1.298
H 1.242 -0.638 -2.382
H -0.684 -2.612 -0.461
H -1.944 -1.386 -0.865
H -0.832 -1.923 -2.063
H 0.660 2.111 2.019
H 0.610 0.350 2.717
H 1.948 0.801 1.803
*
```


(4)
C3H4LiO3Tm | wB97M-V/def2-TZVPD

Output
Frontier orbital gap (spin up / spin down) ... 7.00 / 8.19 eV
⟨S²⟩ ... 3.77
Strongest force on any atom ... 3.720 eV/Å
Calculated total energy ... -39015.8367 eV
Molecular weight ... 263.94 g mol⁻¹
HOMO energy (spin up / spin down) ... -0.7284 / -0.7923 Ha

```
! RIJCOSX wB97M-V def2-TZVPD def2/J DEFGRID3
* xyz 3 4
O -2.192 0.112 0.703
C -1.530 1.216 0.509
C -0.046 1.097 0.315
Li -1.517 -1.558 0.523
H -1.023 1.560 -0.722
H 0.395 0.764 1.266
H 0.493 2.022 0.075
O 0.278 -0.710 -0.312
C 1.318 -0.980 -0.906
Tm 3.735 -3.594 -1.270
O 1.834 -1.995 -1.371
H -1.743 2.066 1.192
*
```


(5)
C31H40BFNO | wB97M-V/def2-TZVPD

Output
Frontier orbital gap ... 6.23 eV
Strongest force on any atom ... 7.900 eV/Å
Calculated total energy ... -39725.3796 eV
Molecular weight ... 472.48 g mol⁻¹
HOMO energy ... -0.1391 Ha

```
! RIJCOSX wB97M-V def2-TZVPD def2/J DEFGRID3
* xyz -1 1
C 3.031 -0.015 0.122
C 2.422 1.379 -0.575
C 2.038 1.254 -2.173
N 2.321 2.510 0.196
B 0.887 2.832 0.571
F -0.022 3.069 -0.593
C 0.199 1.762 1.634
C -0.481 0.449 0.926
C -2.107 0.308 1.157
C -2.829 0.935 -0.178
O -3.013 2.376 0.066
H 4.040 -0.306 -0.443
H 2.230 -0.860 -0.052
H 3.232 0.172 1.261
H 2.060 2.316 -2.716
H 0.895 0.914 -2.206
H 2.645 0.433 -2.745
H 0.927 3.877 1.159
H 0.925 1.464 2.531
H -0.692 2.361 2.153
H -0.189 0.461 -0.216
H 0.051 -0.504 1.406
H -2.438 0.805 2.169
H -2.322 -0.865 1.207
H -2.156 0.842 -1.158
H -3.883 0.440 -0.361
H -2.578 2.931 -0.648
C -0.698 -2.754 -1.254
C -0.735 -3.914 -0.480
C -1.723 -4.872 -0.706
C -2.668 -4.675 -1.713
C -2.629 -3.517 -2.489
C -1.647 -2.555 -2.257
H 0.070 -2.006 -1.076
H 0.006 -4.071 0.299
H -1.755 -5.773 -0.098
H -3.435 -5.424 -1.892
H -3.365 -3.365 -3.274
H -1.620 -1.650 -2.858
C 1.422 -5.271 -2.669
C 1.590 -6.543 -3.216
C 2.682 -6.809 -4.041
C 3.612 -5.805 -4.312
C 3.446 -4.534 -3.762
C 2.349 -4.265 -2.944
H 0.569 -5.063 -2.029
H 0.869 -7.327 -2.999
H 2.809 -7.798 -4.473
H 4.466 -6.014 -4.951
H 4.172 -3.752 -3.972
H 2.217 -3.274 -2.520
C 1.702 1.017 6.726
C 1.665 -0.143 7.500
C 0.677 -1.101 7.275
C -0.268 -0.904 6.268
C -0.229 0.254 5.492
C 0.753 1.216 5.723
H 2.470 1.765 6.905
H 2.406 -0.300 8.280
H 0.645 -2.002 7.882
H -1.035 -1.653 6.089
H -0.965 0.406 4.706
H 0.780 2.121 5.122
C -2.021 7.920 -1.330
C -1.184 7.018 -0.674
C -1.149 5.682 -1.071
C -1.945 5.250 -2.133
C -2.779 6.153 -2.792
C -2.821 7.487 -2.388
H -2.051 8.961 -1.017
H -0.560 7.357 0.149
H -0.502 4.978 -0.555
H -1.914 4.209 -2.446
H -3.397 5.816 -3.620
H -3.475 8.189 -2.897
*
```


(6)
C4H3NO2 | wB97M-V/def2-TZVPD

Output
Frontier orbital gap ... 9.47 eV
Strongest force on any atom ... 0.857 eV/Å
Calculated total energy ... -9778.0459 eV
Molecular weight ... 97.07 g mol⁻¹
HOMO energy ... -0.3783 Ha
SMILES string ... O=CC1=N[C@H]1C=O

```
! RIJCOSX wB97M-V def2-TZVPD def2/J DEFGRID3
* xyz 0 1
O 1.198 -2.271 -0.262
C 1.284 -1.298 -0.966
C 0.438 -0.124 -0.650
N 0.683 1.091 -0.498
C -0.232 0.312 0.545
C -1.561 0.973 0.646
O -1.879 1.887 -0.076
H 2.080 -1.142 -1.712
H 0.193 -0.063 1.487
H -2.202 0.636 1.486
*
```


(7)
C4H9NO | wB97M-V/def2-TZVPD

Output
Frontier orbital gap ... 10.47 eV
Strongest force on any atom ... 0.386 eV/Å
Calculated total energy ... -7832.0173 eV
Molecular weight ... 87.12 g mol⁻¹
HOMO energy ... -0.3526 Ha
SMILES string ... CCC(=O)NC

```
! RIJCOSX wB97M-V def2-TZVPD def2/J DEFGRID3
* xyz 0 1
C -1.642 1.214 -1.299
C -0.257 0.629 -1.077
C -0.191 -0.245 0.166
O -1.166 -0.542 0.837
N 1.078 -0.613 0.502
C 1.390 -1.270 1.749
H -1.967 1.770 -0.415
H -1.636 1.891 -2.159
H -2.375 0.424 -1.478
H 0.075 0.047 -1.946
H 0.483 1.429 -0.946
H 1.823 -0.455 -0.158
H 2.321 -0.862 2.155
H 0.580 -1.064 2.451
H 1.484 -2.354 1.618
*
```


(8)
C2H4O3P | wB97M-V/def2-TZVPD

Output
Frontier orbital gap ... 8.99 eV
Strongest force on any atom ... 2.517 eV/Å
Calculated total energy ... -17573.2336 eV
Molecular weight ... 107.02 g mol⁻¹
HOMO energy ... -0.1742 Ha
SMILES string ... C=CO[P@H](=O)[O-]

```
! RIJCOSX wB97M-V def2-TZVPD def2/J DEFGRID3
* xyz -1 1
C -0.040 -1.924 -0.837
C 0.144 -0.634 -0.571
O 0.074 -0.165 0.657
P -0.009 1.669 0.989
O 1.001 2.315 0.132
O -0.022 1.819 2.449
H 0.037 -2.318 -1.834
H -0.261 -2.622 -0.045
H 0.366 0.073 -1.369
H -1.288 1.787 0.430
*
```